68
Properties=species:S:1:pos:R:3:nbo_charge:R:1 method="wB97M-V/def2-TZVPD" multiplicity=2 e_lumo_ev="-5.40 / -5.92" charge=+2 de_lowest_kcal_mol=0.0
C 0.53 -4.25 0.12 -0.23
H 0.79 5.62 1.91 0.25
H -2.14 0.16 1.46 0.20
H 0.92 -1.37 3.55 0.22
H -4.72 -3.00 -1.45 0.27
H 0.44 3.66 3.41 0.25
H -0.03 -5.64 -1.42 0.25
C -3.19 1.35 -0.01 -0.01
C 0.62 3.53 2.35 -0.22
H 2.44 -2.53 1.79 0.23
H 6.48 -0.65 -0.50 0.25
H -3.52 1.10 2.10 0.23
H 2.69 0.08 -2.37 0.22
C -2.15 1.28 -1.00 0.15
C 0.73 -1.39 2.47 -0.22
C 3.32 -0.05 -1.50 0.07
H 0.55 -4.99 0.91 0.24
H -5.29 3.45 -1.65 0.23
C -3.44 2.72 -2.46 -0.21
H 0.03 -3.86 -3.20 0.25
C -2.31 1.96 -2.26 0.01
H -0.35 -1.43 2.32 0.24
C 0.84 -2.94 0.43 0.28
C -4.18 -3.61 -0.72 -0.73
H -3.77 -0.35 1.14 0.24
H 2.83 1.14 2.42 0.25
H -0.40 2.47 -3.11 0.21
C -3.14 0.53 1.25 -0.63
C 0.22 -4.61 -1.18 -0.11
H 1.27 2.88 -1.35 0.23
C -4.28 2.15 -0.27 -0.21
H 0.73 1.05 3.62 0.23
C 5.42 -0.45 -0.45 -0.10
C 0.81 4.61 1.51 -0.10
N -1.02 0.66 -0.77 -0.50
C 1.08 3.11 -0.31 0.08
H -0.90 0.80 -3.41 0.22
H -3.90 -4.55 -1.19 0.27
C -4.42 2.84 -1.47 -0.14
H 5.33 -0.45 1.70 0.25
C 2.67 0.12 2.08 -0.28
C 1.06 4.40 0.17 -0.23
C 1.35 -2.61 1.82 -0.46
C 4.67 -0.29 -1.61 -0.23
C 4.79 -0.33 0.78 -0.23
C 3.43 -0.07 0.81 0.22
H -1.66 2.13 -4.29 0.24
Ir 0.59 0.08 -0.12 1.02
H -4.84 -3.82 0.12 0.27
H 0.56 -1.54 -2.51 0.22
H 1.23 5.23 -0.51 0.26
H 1.13 -3.47 2.46 0.26
C 0.25 -3.63 -2.16 -0.23
C 0.45 0.99 2.57 -0.26
H -5.07 2.22 0.48 0.23
C -1.26 1.83 -3.33 -0.64
N 1.20 -0.09 1.89 -0.38
C 0.54 -2.34 -1.79 0.08
H -0.61 0.75 2.53 0.26
C -2.99 -2.91 -0.26 0.36
H -3.57 3.23 -3.41 0.23
H 3.05 -0.54 2.86 0.24
N 0.83 -1.98 -0.52 -0.47
N 0.88 2.06 0.50 -0.43
N 2.71 0.07 -0.31 -0.47
N -2.06 -2.35 0.12 -0.43
C 0.66 2.26 1.81 0.20
H 5.13 -0.36 -2.59 0.26


8
Properties=species:S:1:pos:R:3:nbo_charge:R:1 method="wB97M-V/def2-TZVPD" multiplicity=1 e_lumo_ev=3.73 charge=-1 de_lowest_kcal_mol=76.5
O 1.95 -0.71 0.48 -0.99
H -0.98 -1.72 -1.20 -0.14
S 1.08 -0.01 -0.47 1.45
H -0.01 1.75 0.11 0.48
S -1.79 0.76 0.15 -0.38
O 0.96 1.58 -0.02 -0.96
C -0.62 -0.44 0.09 -0.66
H -0.60 -1.20 0.86 0.20


16
Properties=species:S:1:pos:R:3:nbo_charge:R:1 method="wB97M-V/def2-TZVPD" multiplicity=1 e_lumo_ev=4.12 charge=-1 de_lowest_kcal_mol=14.1
H 0.45 -1.54 -2.61 0.45
H -2.73 -0.53 -0.06 0.45
O 0.01 -0.07 0.28 -0.97
O -2.34 -1.42 -0.16 -0.98
H -0.69 1.90 0.03 0.09
H -1.44 -1.11 -0.37 0.51
H 1.02 2.00 -1.37 0.35
H 0.34 1.53 1.54 0.12
O 0.38 -0.59 -2.44 -1.02
C 0.19 1.28 0.43 0.12
O 0.55 -1.21 2.50 -1.02
H 0.35 -0.52 -1.39 0.51
H 2.13 1.26 -0.15 0.35
H 0.25 -2.11 2.48 0.44
N 1.36 1.96 -0.37 -0.92
H 0.17 -0.84 1.64 0.51


15
Properties=species:S:1:pos:R:3:nbo_charge:R:1 method="wB97M-V/def2-TZVPD" multiplicity=1 e_lumo_ev=-5.06 charge=+1 de_lowest_kcal_mol=78.3
H 0.61 2.17 -1.67 0.24
H -0.17 0.70 -2.53 0.22
H -0.11 0.54 2.94 0.40
H 1.64 -1.02 1.23 0.23
H 1.60 0.58 2.72 0.41
H -0.02 -1.45 1.67 0.23
C -1.59 -1.09 -0.75 -0.52
C 0.66 -0.58 1.42 -0.18
H -1.96 -0.68 -1.66 0.22
N 0.68 0.48 2.31 -0.79
S 0.31 -0.19 -0.58 0.24
H -1.21 2.03 -1.88 0.23
H -1.88 -0.55 0.16 0.23
H -1.48 -2.15 -0.72 0.24
C -0.24 1.54 -1.86 -0.40


112
Properties=species:S:1:pos:R:3:mulliken_charge:R:1 method="wB97M-V/def2-TZVPD" multiplicity=1 e_lumo_ev=-0.34 de_lowest_kcal_mol=4.2
H 17.08 6.91 7.46 0.36
H 20.71 11.82 7.69 0.37
C 22.42 7.00 12.35 -0.54
C 23.18 12.24 16.15 0.87
C 15.64 10.55 14.63 0.02
H 16.37 13.19 12.83 0.34
H 18.47 5.44 12.95 0.29
C 23.99 13.28 15.50 0.04
C 25.29 13.51 15.95 -0.63
C 15.41 12.52 16.03 -0.52
H 14.75 5.45 13.62 0.39
H 23.74 8.78 12.55 0.38
C 25.01 11.93 17.76 -0.45
C 11.77 8.20 19.81 -0.48
H 20.08 9.82 7.25 0.42
H 23.60 14.33 12.17 0.41
C 14.76 8.35 15.37 0.70
H 16.78 5.25 9.30 0.36
O 19.38 10.76 8.94 -0.26
C 19.30 5.13 12.34 -0.61
H 23.56 9.55 10.43 0.45
C 19.11 10.19 7.64 -0.63
C 22.98 10.11 11.15 -0.88
C 14.42 7.03 15.10 -0.67
H 23.08 9.03 19.68 0.41
C 15.55 7.34 13.02 -0.19
C 21.90 14.43 14.31 -1.55
C 22.82 10.86 18.35 1.19
C 20.59 11.53 8.76 -0.64
C 14.88 6.50 13.92 -0.69
H 21.64 15.13 13.51 0.45
H 24.21 10.29 20.00 0.34
H 12.89 11.38 20.18 0.28
O 18.49 5.88 10.24 -0.07
C 15.79 13.27 14.94 -0.72
H 15.95 14.33 14.98 0.42
N 16.10 11.29 13.60 -0.37
C 23.65 9.82 19.17 -1.64
H 12.10 7.24 19.33 0.33
H 18.24 5.16 8.32 0.37
C 14.66 10.34 16.83 -0.13
N 13.61 8.45 17.57 -0.70
C 18.17 9.04 7.52 -0.74
H 17.13 9.34 7.63 0.41
C 21.66 10.11 17.64 -1.21
O 22.11 11.88 15.60 -0.84
H 19.80 4.31 12.90 0.41
H 10.05 10.59 23.98 0.32
C 12.50 9.39 19.52 0.24
H 20.58 12.44 9.37 0.36
C 23.69 11.63 17.40 -0.06
C 14.40 8.97 16.58 0.58
H 21.88 4.95 12.49 0.30
H 21.41 13.46 14.10 0.15
H 13.84 11.53 18.42 0.25
H 24.05 12.81 12.93 0.09
C 12.25 10.50 20.33 -0.59
C 25.78 12.83 17.08 -0.98
H 21.60 9.59 8.85 0.18
H 25.16 14.21 13.05 0.33
N 13.96 10.63 17.98 -0.01
H 16.48 7.57 9.02 0.30
C 15.23 11.16 15.85 0.68
C 15.49 9.14 14.39 -0.35
H 22.70 11.02 8.77 0.36
H 18.34 8.57 6.52 0.30
N 15.89 8.63 13.22 -0.22
C 17.71 5.76 9.08 -0.87
O 20.20 6.22 12.33 -0.25
H 22.68 6.99 13.43 0.34
H 21.26 9.37 18.36 0.41
H 23.37 6.91 11.75 0.32
H 21.67 5.69 10.88 0.19
C 10.52 9.32 21.50 0.83
H 26.79 13.05 17.45 0.28
H 17.99 4.03 11.06 0.41
H 8.75 11.09 22.76 0.30
H 24.30 9.17 18.56 0.40
H 23.85 15.22 14.80 0.23
H 8.46 9.80 23.96 0.26
C 9.21 10.22 23.34 -0.78
H 15.23 12.92 17.03 0.39
H 10.94 11.46 21.72 0.36
C 13.36 9.45 18.39 0.29
O 9.56 9.16 22.43 -0.44
C 18.86 4.72 10.94 -0.63
H 21.45 14.80 15.22 0.35
H 22.37 11.54 19.09 0.12
O 21.76 10.65 10.61 -0.13
O 21.81 8.25 12.07 -0.19
C 10.86 8.17 20.83 -0.54
C 11.23 10.53 21.24 -0.54
H 20.84 10.82 17.37 0.22
H 23.64 10.93 11.56 0.19
H 19.70 4.21 10.41 0.30
H 25.85 14.29 15.46 0.35
H 18.77 11.01 6.98 0.32
H 22.47 9.84 13.29 0.36
H 13.80 6.44 15.76 0.53
H 21.99 9.64 16.70 0.16
C 23.43 14.23 14.44 0.67
C 21.51 5.86 11.99 -0.42
H 15.93 6.91 12.08 0.37
C 16.07 12.61 13.74 -0.26
Cs 18.82 9.73 11.47 0.99
C 21.74 10.63 9.18 -0.27
H 25.45 11.38 18.61 0.14
H 10.30 7.28 21.05 0.42
C 17.38 7.13 8.50 -0.40
C 24.11 13.90 13.06 -1.17
C 22.76 9.26 12.35 -0.47
O 18.49 8.02 8.48 -0.20


61
Properties=species:S:1:pos:R:3:nbo_charge:R:1 method="wB97M-V/def2-TZVPD" multiplicity=1 e_lumo_ev=-7.67 charge=+2 de_lowest_kcal_mol=6.7
H 4.60 3.09 1.69 0.24
H -3.11 -2.78 3.19 0.25
H -0.78 0.61 2.83 0.24
C 1.76 2.31 3.37 -0.26
O -0.06 -1.72 1.62 -0.86
F 2.25 -2.29 2.50 -0.32
F -1.39 -3.63 -0.21 -0.32
C -0.08 -3.35 -0.11 0.96
C 2.62 3.00 2.52 -0.23
H -3.64 -1.12 3.46 0.25
H -3.56 4.00 -2.29 0.25
H -1.99 -1.60 3.93 0.25
C -2.38 2.95 -3.77 -0.05
H 2.31 3.94 2.09 0.24
C -3.27 1.97 -1.76 -0.07
H -1.39 -4.04 2.20 0.23
H 0.04 -5.07 2.01 0.26
H 1.56 0.64 4.72 0.23
C 1.92 0.32 -4.84 -0.97
C -1.02 -0.48 -3.58 -0.67
F 2.35 -4.26 1.63 -0.28
C -1.82 0.63 -3.29 0.15
H -3.08 -1.43 -2.02 0.23
H -0.87 1.33 1.19 0.21
F 0.60 -4.34 -0.65 -0.29
C -3.30 -0.44 -1.64 -0.15
H -1.21 -1.40 -3.05 0.25
H 1.40 1.14 -5.33 0.23
H 0.48 2.64 -3.41 0.24
H -0.01 -3.86 3.31 0.25
H 1.79 -0.60 -5.42 0.25
H -4.14 -0.37 -0.97 0.22
H 0.41 2.43 -1.65 0.22
C -2.79 -1.74 3.21 -1.00
C -3.11 3.06 -2.56 -0.25
C -0.31 -4.07 2.28 -0.65
H -2.30 3.82 -4.40 0.25
C 1.84 -3.06 1.47 0.97
Tl 1.89 0.27 1.11 0.78
H -2.26 1.41 2.28 0.25
C 4.34 1.35 2.91 -0.22
C -1.76 1.78 -4.11 -0.26
Sb 1.17 0.05 -2.83 1.10
H 1.97 2.63 -2.47 0.25
C 3.91 2.52 2.30 -0.21
H -3.85 2.02 -0.86 0.22
H 5.36 1.02 2.79 0.25
C 0.97 2.20 -2.55 -0.99
F 2.43 -2.50 0.37 -0.33
C -1.42 0.80 1.97 -1.03
Sb -2.07 -1.13 1.25 1.35
H 3.84 -0.21 4.29 0.25
H -1.18 1.72 -5.02 0.24
C -2.74 0.68 -2.16 -0.20
F 0.10 -2.25 -0.90 -0.34
C 3.48 0.66 3.76 -0.24
H 2.98 0.56 -4.79 0.25
H -0.77 -0.63 -4.62 0.27
C 0.30 -3.02 1.35 0.10
C 2.19 1.13 3.99 -0.20
H 0.79 2.72 3.61 0.24